Entry 1:
The following is a DFT calculation (ωB97M-V/def2-TZVPD) of a structure of composition C3H6N4O in a non-equilibrium geometry.

Structure (XYZ):
```
14
Properties=species:S:1:pos:R:3:forces:R:3
C -2.6153 -0.0725 0.1734 -4.38 -0.10 2.73
C -1.1693 0.0741 0.1283 -4.15 -4.00 -1.51
C 0.6500 0.7417 -0.3464 6.87 0.46 2.95
H -3.0356 -0.1193 -0.9168 0.80 -0.28 2.20
H -2.7361 -1.0375 0.8264 -0.65 1.49 -1.69
H -3.3446 0.8403 0.8089 2.85 -2.66 -2.09
H 1.4929 2.2702 0.1363 1.35 -1.54 0.99
H 2.0468 -0.2277 1.0126 -0.56 -2.23 -1.57
H 2.5871 -1.7710 0.0704 -3.47 2.63 1.33
N -0.6507 1.1484 -0.0487 4.73 4.96 -1.53
N 1.8308 1.2340 0.1506 -5.46 3.65 -3.43
N 0.8743 -0.6958 -0.6141 -1.86 1.34 2.73
N 1.6897 -1.1163 0.4692 3.47 -1.99 -1.12
O -0.5515 -1.0509 -0.1712 0.46 -1.73 0.01
```
Positions in Å, forces in eV/Å.

Computed properties:
charge = 0
highest occupied orbital energy = -0.3570 Ha
lowest unoccupied orbital energy = 0.230 eV
spin multiplicity = 1
frontier orbital gap = 9.9442 eV

Entry 2:
The following is a DFT calculation (ωB97M-V/def2-TZVPD) of a cluster of 2 separate species, C2HN2OP in total in a non-equilibrium geometry.

Structure (XYZ):
```
7
Properties=species:S:1:pos:R:3:forces:R:3
C -2.9024 1.0551 -0.0215 0.60 -0.96 -0.45
C -2.0320 -1.4328 0.0835 -0.59 1.52 -1.04
N -3.4738 1.8270 0.5997 -0.43 0.63 0.38
N -1.7194 -2.1876 0.8620 0.54 -2.34 1.97
O 0.2061 0.4500 -0.0942 -3.96 2.83 -1.90
P -2.1211 -0.1524 -1.0791 2.89 1.67 0.52
H 0.4973 -0.4012 0.0544 0.95 -3.35 0.51
```
Positions in Å, forces in eV/Å.

Computed properties:
charge = 0
highest occupied orbital energy (alpha / beta) = -0.4072 / -0.4073 Ha
lowest unoccupied orbital energy (alpha / beta) = -3.544 / -3.545 eV
spin multiplicity = 1
frontier orbital gap (alpha / beta) = 7.5368 / 7.5384 eV

Entry 3:
The following is a DFT calculation (ωB97M-V/def2-TZVPD) of a structure of composition C13H8F5N5O2RhS3 in a non-equilibrium geometry.

Structure (XYZ):
```
37
Properties=species:S:1:pos:R:3:forces:R:3
Rh 0.1916 -0.1792 0.5727 -1.19 0.21 0.65
N -2.0189 -0.8959 0.3130 0.05 0.13 -0.12
N -2.1507 -2.2390 -0.0480 0.14 0.00 -0.07
C -1.0645 -3.0314 -0.0950 -0.08 -0.01 0.25
N -1.2793 -4.2625 -0.6342 0.03 0.00 0.04
S 0.4277 -2.6453 0.5583 0.39 0.25 -0.52
H -2.5278 -0.6937 1.1685 0.07 -0.06 0.05
H -2.3296 -0.2713 -0.4252 0.02 -0.05 -0.05
H -2.9802 -2.5179 -0.5489 -0.03 0.02 0.03
H -1.9749 -4.3535 -1.3571 -0.05 -0.02 0.05
H -0.4403 -4.7987 -0.7781 0.00 0.01 -0.04
S -0.1775 -0.4547 2.9471 0.24 0.01 -0.05
C -1.3174 0.8097 3.2370 -0.16 0.08 -0.33
C -1.7285 1.0210 4.5921 -0.32 -0.27 0.07
N -2.0140 1.1933 5.6947 0.00 0.01 -0.03
C -1.8214 1.6092 2.2457 0.37 -0.07 0.23
S -0.9586 1.9116 0.7471 0.39 -0.60 -0.27
C -3.1121 2.1985 2.3775 0.08 0.43 0.13
N -4.1866 2.6175 2.4057 0.01 -0.01 0.03
C 3.7762 1.3584 1.9374 -0.03 0.01 -0.01
O 2.3853 1.1380 1.7127 0.03 0.02 0.00
C 2.0987 0.1441 0.8454 -0.04 0.24 0.05
O 2.9687 -0.5136 0.3209 0.01 -0.02 0.06
H 3.8351 2.2229 2.5940 0.00 0.00 0.00
H 4.2923 1.5564 0.9978 0.00 0.01 0.00
H 4.2322 0.4897 2.4137 0.01 0.00 -0.01
F -0.8443 -1.4563 -2.3062 -0.05 -0.06 0.04
C -0.0545 -0.3628 -2.5066 0.06 0.17 -0.02
C 0.4707 0.3375 -1.4338 0.03 -0.45 -0.13
C 1.2191 1.4430 -1.8192 -0.02 -0.01 -0.02
F 1.8003 2.2316 -0.8979 0.01 0.03 -0.01
C 1.4298 1.8201 -3.1352 0.02 -0.01 0.04
F 2.1604 2.9049 -3.4340 0.02 0.00 0.00
C 0.8882 1.0699 -4.1603 -0.02 -0.02 -0.01
F 1.0890 1.4135 -5.4414 -0.01 0.01 -0.01
C 0.1315 -0.0371 -3.8395 0.03 0.04 0.01
F -0.4159 -0.7779 -4.8207 -0.01 -0.01 0.00
```
Positions in Å, forces in eV/Å.

Computed properties:
charge = -1
highest occupied orbital energy = -0.1563 Ha
lowest unoccupied orbital energy = 2.000 eV
spin multiplicity = 1
frontier orbital gap = 6.2541 eV

Q: spin multiplicity of number 1 (C3H6N4O)?
A: 1

Q: Which formula does entry 2 have?
A: C2HN2OP